# 1
A 3-piece molecular cluster, C26H34N2O7S4 overall at a distorted geometry, computed with ωB97M-V/def2-TZVPD.

Output
- Net charge: 0

Each line ends with the Mulliken charge.
Atoms and positions in Å:
S  -1.079  0.909  -0.651  -0.136
C  -0.668  2.401  -0.141  0.286
S  -0.131  2.719  1.509  -0.258
C  0.015  1.142  2.392  -0.890
C  0.990  1.329  3.579  -0.499
C  2.485  0.936  3.286  -1.432
C  2.834  0.737  1.827  0.620
C  3.000  1.787  0.946  -0.668
C  3.279  1.616  -0.387  -0.674
C  3.410  0.330  -0.894  0.194
C  3.280  -0.740  -0.026  0.375
C  2.999  -0.558  1.328  0.386
S  2.867  -2.026  2.348  -0.304
S  3.475  -2.360  -0.758  -0.425
C  2.669  -2.079  -2.334  0.835
C  1.897  -3.039  -2.951  -0.740
C  1.299  -2.703  -4.148  -0.438
C  1.468  -1.464  -4.718  -0.941
C  2.265  -0.521  -4.095  -0.397
C  2.874  -0.837  -2.895  0.213
N  3.698  0.127  -2.261  -0.387
N  -0.714  3.585  -0.921  -0.093
C  -1.977  3.762  -1.639  -0.825
C  -1.952  3.327  -3.129  -0.354
O  -0.781  2.614  -3.509  -0.365
C  0.301  3.478  -3.254  -0.634
C  0.492  3.772  -1.743  0.370
H  0.233  0.283  1.749  0.496
H  -0.976  0.947  2.828  0.563
H  0.947  2.373  3.912  0.333
H  0.647  0.672  4.387  0.372
H  3.118  1.716  3.735  0.362
H  2.709  0.033  3.862  0.361
H  2.892  2.791  1.358  0.412
H  3.409  2.458  -1.067  0.477
H  4.009  -2.664  1.998  0.177
H  1.781  -4.017  -2.491  0.439
H  0.681  -3.446  -4.650  0.403
H  0.976  -1.187  -5.647  0.361
H  2.383  0.462  -4.551  0.263
H  3.738  0.995  -2.778  0.321
H  -2.378  4.783  -1.560  0.389
H  -2.711  3.125  -1.131  0.353
H  -1.952  4.256  -3.737  0.296
H  -2.836  2.767  -3.447  0.345
H  0.207  4.439  -3.796  0.239
H  1.204  2.976  -3.626  0.337
H  0.927  4.766  -1.559  0.435
H  1.241  3.060  -1.370  -0.561
C  -0.368  -5.523  -0.661  -0.695
O  -0.028  -6.315  -1.802  -0.297
C  -1.074  -6.878  -2.409  0.788
O  -2.225  -6.772  -2.079  -0.538
O  -0.619  -7.581  -3.449  -0.317
C  -1.637  -8.244  -4.198  -0.639
H  0.558  -5.121  -0.258  0.208
H  -1.013  -4.694  -0.948  0.319
H  -0.848  -6.134  0.102  0.368
H  -2.334  -7.523  -4.622  0.295
H  -2.167  -8.964  -3.574  0.294
H  -1.144  -8.776  -5.007  0.221
C  -4.114  2.740  8.109  -0.629
O  -4.024  3.479  6.890  -0.332
C  -3.804  2.728  5.810  0.786
O  -3.682  1.531  5.796  -0.542
O  -3.742  3.534  4.750  -0.343
C  -3.509  2.858  3.514  -0.171
H  -4.293  3.458  8.905  0.218
H  -4.946  2.039  8.073  0.291
H  -3.181  2.215  8.310  0.294
H  -4.319  2.162  3.297  0.333
H  -2.554  2.337  3.536  -0.122
H  -3.477  3.610  2.731  0.220

=====

# 2
A 2-piece molecular cluster, C2H3N2O2 overall at a distorted geometry, computed with ωB97M-V/def2-TZVPD.

Output
- Relative energy (zero: lowest compared OMol25 entry of this formula, charge and spin): 123.9 kcal/mol
- Net charge: +1

Each line ends with the Mulliken charge.
Atoms and positions in Å:
C  -1.110  -0.756  0.011  0.274
C  1.273  -0.393  -0.071  -0.140
N  -1.683  0.231  0.127  0.367
N  2.013  0.337  0.445  -0.077
O  -1.130  -2.031  0.141  -0.324
O  -1.628  1.522  0.159  -0.337
H  -0.961  -2.521  -0.757  0.451
H  2.712  1.077  0.615  0.338
H  -2.627  1.925  0.297  0.448

=====

# 3
C47H47Cl2F6InN2O4P2S3 as an isolated structure at a distorted geometry, computed with ωB97M-V/def2-TZVPD.

Output
- Relative energy (zero: lowest compared OMol25 entry of this formula, charge and spin): 0.0 kcal/mol
- Net charge: 0

Each line ends with the Mulliken charge.
Atoms and positions in Å:
In  0.025  1.028  0.199  0.594
S  -2.080  2.955  3.480  -0.391
C  -3.255  2.010  2.662  1.078
C  -4.615  2.526  2.471  -0.944
C  -5.319  2.017  1.460  -1.534
C  -4.901  0.787  0.738  -0.281
C  -3.375  0.468  0.664  0.752
C  -2.664  1.082  1.868  -1.329
N  -1.304  1.095  1.971  0.844
C  -0.819  2.015  2.762  -0.043
C  0.640  2.296  2.761  1.047
C  1.321  2.865  3.831  -0.412
C  2.693  2.944  3.791  -0.934
C  3.429  2.468  2.712  -1.113
C  2.738  1.936  1.637  -0.132
C  1.352  1.886  1.647  -0.051
H  -5.002  3.335  3.095  0.451
H  -6.312  2.403  1.279  0.489
H  -5.358  -0.069  1.238  0.689
H  -2.533  -0.880  -0.811  -0.417
H  0.767  3.244  4.686  0.454
H  3.179  3.346  4.652  0.394
H  4.519  2.528  2.709  0.494
H  3.312  1.528  0.824  0.469
Cl  -0.681  -0.948  -3.116  -0.070
C  0.758  -1.960  -2.813  -0.794
Cl  1.264  -1.683  -1.121  0.022
H  1.541  -1.646  -3.471  0.527
H  0.495  -2.994  -2.915  0.479
C  -4.120  -3.606  4.749  -0.631
C  -4.276  -4.268  3.533  -0.552
C  -3.572  -3.861  2.408  -0.671
C  -2.763  -2.727  2.475  0.568
C  -2.635  -2.072  3.707  -0.231
C  -3.323  -2.480  4.821  -0.823
P  -1.910  -1.991  1.031  1.894
C  -1.611  -3.457  -0.040  0.721
C  -2.061  -3.596  -1.354  -0.251
C  -1.625  -4.674  -2.130  -0.962
C  -0.712  -5.584  -1.623  -0.594
C  -0.281  -5.481  -0.310  -0.847
C  -0.727  -4.430  0.476  -0.888
C  -3.151  -1.018  0.105  0.883
C  -4.423  -1.569  -0.469  -0.767
C  -5.311  -0.766  -1.058  -1.650
C  -5.254  0.749  -0.770  -0.050
C  -4.016  1.424  -1.416  0.198
C  -3.866  1.998  -2.676  -1.159
C  -2.598  2.428  -3.073  -1.222
C  -1.507  2.182  -2.254  -0.134
C  -1.636  1.565  -1.002  -0.188
C  -2.924  1.269  -0.556  -0.408
H  -4.680  -3.984  5.601  0.365
H  -4.981  -5.088  3.492  0.424
H  -3.771  -4.396  1.466  0.280
H  -1.974  -1.214  3.742  0.309
H  -3.241  -1.932  5.743  0.476
H  -2.723  -2.837  -1.797  0.380
H  -1.984  -4.763  -3.174  0.334
H  -0.358  -6.403  -2.230  0.398
H  0.404  -6.175  0.152  0.553
H  -0.345  -4.330  1.473  0.691
H  -4.550  -2.635  -0.554  0.795
H  -6.110  -1.229  -1.646  0.402
H  -6.194  1.214  -1.033  0.927
H  -4.711  2.117  -3.349  0.527
H  -2.461  2.967  -3.995  0.496
H  -0.519  2.443  -2.591  0.697
F  2.204  -1.873  5.061  -0.210
C  2.119  -1.079  4.018  0.365
F  3.343  -0.588  3.809  -0.254
F  1.274  -0.074  4.325  -0.160
S  1.425  -1.994  2.552  1.254
O  1.307  -0.942  1.556  -0.535
O  0.212  -2.576  3.058  -0.797
N  2.592  -2.972  2.166  -0.091
S  2.794  -4.480  2.686  0.878
O  1.884  -5.410  2.075  -0.585
O  3.104  -4.628  4.081  -0.635
C  4.451  -4.821  1.823  0.609
F  5.329  -3.860  2.045  -0.240
F  4.361  -4.982  0.514  -0.224
F  4.981  -5.952  2.334  -0.234
C  1.322  1.308  -4.799  -1.077
C  2.024  2.504  -4.148  0.495
C  3.359  2.780  -4.834  -1.760
P  2.048  2.348  -2.282  1.056
C  1.936  4.189  -1.861  0.881
C  2.803  5.175  -2.675  -1.780
C  1.982  4.529  -0.384  -1.222
C  3.702  1.625  -1.843  1.488
C  3.916  0.274  -2.557  -1.344
C  4.956  2.464  -1.850  -1.776
H  1.237  1.459  -5.882  0.492
H  0.316  1.203  -4.397  0.080
H  1.855  0.365  -4.667  0.092
H  1.383  3.395  -4.318  0.645
H  3.989  1.898  -4.806  0.269
H  3.944  3.598  -4.389  0.247
H  3.231  3.031  -5.890  0.424
H  0.893  4.352  -2.182  0.182
H  3.856  5.004  -2.521  0.271
H  2.586  6.200  -2.336  0.481
H  2.644  5.124  -3.755  0.354
H  2.971  4.376  0.032  0.235
H  1.280  3.945  0.219  0.129
H  1.738  5.582  -0.259  0.539
H  3.518  1.343  -0.807  -0.936
H  4.164  0.398  -3.612  0.259
H  3.041  -0.378  -2.477  -0.075
H  4.741  -0.233  -2.072  0.519
H  5.248  2.808  -2.836  0.229
H  5.772  1.861  -1.475  0.514
H  4.851  3.331  -1.202  0.319

=====

Orbital gap across the listed records, respectively: 0.28794, 0.42571, 0.27504 Eh.
LUMO energy across the listed records, respectively: 0.0534, -4.9231, -0.4829 eV.
E_tot across the listed records, respectively: -88166.3089, -9184.9528, -158276.4396 eV.